This record from the Open Molecules 2025 dataset describes a structure of composition C34H22Br2IN2O2S2Tl. The level of theory is the ωB97M-V functional and the def2-TZVPD basis.

Properties
Lowest unoccupied orbital energy (eV): -1.219
HOMO level (Ha): -0.309
Calculated total energy (eV): -217239.84920
Charge: 0

Structure (XYZ):
```
66
Properties=species:S:1:pos:R:3:forces:R:3:mulliken_charge:R:1
Tl -0.610 -1.027 0.184 -0.091 -0.824 1.010 1.51
S 6.729 -1.987 -0.860 -0.488 -0.450 0.021 -0.20
C 7.149 -3.646 -0.806 -0.060 0.179 -0.013 -0.35
C 6.056 -4.456 -0.803 0.410 -0.058 0.003 -0.58
C 4.848 -3.736 -0.842 -0.155 0.554 -0.015 -0.45
C 5.028 -2.376 -0.870 0.770 -0.539 -0.001 0.31
C 4.041 -1.322 -0.867 -0.280 0.911 0.022 0.70
C 2.659 -1.609 -0.853 0.160 0.013 0.010 -0.76
N 1.729 -0.689 -0.812 0.025 0.143 -0.104 -0.02
C 2.075 0.610 -0.812 0.741 -0.054 0.015 -0.51
C 3.428 1.018 -0.817 -0.573 -0.282 0.027 1.07
C 3.737 2.409 -0.787 -0.107 0.343 -0.039 -1.07
C 2.757 3.342 -0.784 0.365 -0.111 -0.024 -1.04
C 1.381 2.969 -0.820 -0.246 -0.572 0.049 1.15
C 0.337 3.901 -0.822 -0.508 -0.321 -0.038 -0.73
C -0.982 3.472 -0.897 0.909 -0.293 0.025 0.98
C -1.200 2.078 -0.955 -0.042 0.255 -0.120 -1.73
N -0.240 1.189 -0.871 0.045 -0.169 -0.046 -0.34
C 1.042 1.598 -0.826 -0.090 0.703 0.015 -0.62
C -2.099 4.381 -0.870 -0.589 0.783 -0.027 0.27
C -3.443 4.102 -0.796 0.600 -0.093 -0.039 -0.26
C -4.242 5.259 -0.767 -0.069 0.425 -0.010 -0.75
C -3.512 6.407 -0.817 0.178 -0.069 0.006 -0.35
S -1.830 6.106 -0.898 -0.380 -0.520 -0.005 -0.20
C 4.404 0.018 -0.837 -0.284 -0.504 -0.013 -0.67
H 8.185 -3.920 -0.777 0.175 -0.124 -0.008 0.45
H 6.111 -5.529 -0.767 0.032 -0.145 -0.009 0.40
H 3.886 -4.218 -0.844 -0.197 -0.023 0.014 0.51
H 2.307 -2.631 -0.877 -0.050 -0.151 0.066 0.37
H 4.777 2.695 -0.775 0.113 0.103 0.012 0.45
H 2.996 4.394 -0.765 0.075 0.127 0.009 0.45
H 0.560 4.957 -0.763 0.105 0.077 0.003 0.46
H -2.199 1.688 -1.074 -0.077 -0.072 0.041 1.19
H -3.860 3.111 -0.759 -0.035 -0.254 0.001 0.50
H -5.315 5.238 -0.712 -0.159 0.017 0.013 0.42
H -3.858 7.423 -0.811 -0.143 0.158 0.007 0.45
H 5.449 0.297 -0.829 0.082 0.090 0.004 0.46
Br -1.434 3.003 3.858 -0.228 -0.227 -0.080 -0.20
C -2.810 1.829 3.224 0.103 0.241 0.068 -0.45
C -3.838 1.445 4.066 0.178 0.078 0.069 -0.42
C -4.834 0.622 3.566 -0.014 0.038 -0.047 -0.58
C -4.812 0.210 2.245 0.076 0.018 -0.079 -0.65
C -3.761 0.585 1.417 -0.064 -0.108 -0.199 0.48
C -2.756 1.404 1.910 0.010 0.029 0.034 0.49
C -3.729 0.159 -0.044 -0.081 0.146 0.516 -0.11
O -4.651 0.484 -0.769 -0.348 0.192 -0.135 -0.65
O -2.699 -0.496 -0.427 0.446 -0.164 -0.188 -0.62
H -3.865 1.786 5.089 0.032 0.028 0.094 0.41
H -5.642 0.317 4.212 -0.088 -0.033 0.080 0.39
H -5.613 -0.396 1.850 -0.042 -0.080 -0.075 0.48
H -1.950 1.735 1.269 0.017 -0.048 0.106 0.67
Br -0.101 -7.513 -2.131 -0.096 0.233 0.067 -0.20
C -0.383 -5.723 -1.529 -0.013 -0.157 -0.062 0.03
C -0.275 -4.677 -2.430 0.080 -0.121 -0.081 -0.54
C -0.393 -3.374 -1.970 -0.034 0.089 0.127 -0.33
C -0.637 -3.108 -0.626 0.062 0.713 0.111 -0.01
C -0.808 -4.180 0.244 -0.022 0.124 0.013 -0.33
C -0.679 -5.489 -0.198 0.030 -0.119 -0.055 -0.56
H -0.095 -4.879 -3.476 0.045 -0.004 -0.027 0.44
H -0.299 -2.560 -2.676 0.046 0.045 -0.086 0.41
H -1.053 -4.016 1.283 0.053 0.058 0.119 0.21
H -0.805 -6.311 0.491 0.024 -0.052 0.003 0.45
I -1.218 -1.697 3.654 0.142 0.231 -0.159 -0.05
C -0.011 -0.472 2.351 -0.329 -0.380 -0.789 -1.17
H 1.016 -0.765 2.544 0.026 -0.082 -0.116 0.63
H -0.149 0.558 2.659 -0.172 0.059 -0.094 0.32
```
Forces are in eV/Å.

***

This record from the Open Molecules 2025 dataset describes a structure of composition C34H23Cl5F2N8RuS2. The level of theory is the ωB97M-V functional and the def2-TZVPD basis.

Properties
Lowest unoccupied orbital energy (alpha / beta) (eV): -3.272 / -3.631
Expectation value of S²: 0.76
Spin multiplicity: 2
HOMO level (alpha / beta) (Ha): -0.375 / -0.375
Calculated total energy (eV): -139846.86678
Charge: +1

Structure (XYZ):
```
75
Properties=species:S:1:pos:R:3:forces:R:3:mulliken_charge:R:1
Ru 0.377 -0.503 0.127 0.233 0.103 1.245 -0.43
C 0.896 4.969 0.568 0.002 -0.007 0.016 -0.83
N -0.464 4.611 0.203 0.029 0.003 0.010 0.26
C -1.520 5.496 0.148 -0.001 0.008 -0.010 -0.74
C -2.603 4.791 -0.205 -0.019 0.044 -0.005 -0.40
N -2.207 3.469 -0.372 -0.023 0.031 0.034 0.46
C -0.871 3.356 -0.110 0.019 0.019 0.120 -0.29
S 0.281 2.094 -0.043 -0.039 0.169 -0.110 0.05
C -3.151 2.495 -0.826 0.066 -0.094 0.055 0.21
C -4.429 2.492 -0.286 0.043 -0.036 0.080 -0.51
C -5.341 1.596 -0.813 0.007 -0.073 0.026 -0.70
C -4.940 0.738 -1.829 -0.020 -0.024 0.051 -0.75
C -3.633 0.818 -2.272 0.020 -0.028 0.027 -0.18
N -2.754 1.698 -1.792 -0.050 0.009 0.001 -0.14
H 0.917 6.032 0.789 -0.005 0.003 -0.006 0.32
H 1.574 4.745 -0.253 -0.004 0.005 -0.003 0.32
H 1.208 4.400 1.441 -0.006 0.007 0.007 0.30
H -1.400 6.545 0.350 0.006 -0.006 0.005 0.45
H -3.614 5.104 -0.389 0.003 -0.020 -0.015 0.55
H -4.689 3.141 0.539 0.010 -0.007 0.001 0.49
H -6.346 1.549 -0.416 -0.010 0.005 -0.005 0.45
H -5.622 0.017 -2.257 0.009 -0.004 0.001 0.46
H -3.267 0.156 -3.050 -0.007 -0.012 0.009 0.43
N 2.188 0.024 4.003 0.042 -0.272 -0.048 0.05
C 1.354 -0.222 5.117 -0.016 0.075 0.060 -0.07
C 1.770 0.143 6.384 0.003 0.054 -0.005 -0.71
C 0.956 -0.112 7.480 0.019 0.000 -0.005 -0.63
C -0.276 -0.716 7.301 -0.001 -0.020 -0.010 -0.72
C -0.698 -1.063 6.023 -0.036 0.038 0.009 -0.76
C 0.122 -0.827 4.934 -0.085 0.050 -0.045 1.03
S -0.388 -1.365 3.337 -0.014 -0.162 -0.059 -0.15
N 0.656 -0.472 2.302 -0.234 0.166 -0.810 0.12
C 1.815 -0.077 2.710 -0.015 0.170 0.202 0.33
C 2.841 0.256 1.689 -0.051 0.049 0.052 1.00
C 4.150 0.598 1.991 -0.025 -0.014 0.016 -1.05
C 5.037 0.853 0.958 0.027 0.001 -0.001 -0.72
C 4.588 0.769 -0.347 0.004 0.011 0.014 -1.10
C 3.273 0.404 -0.568 0.041 0.055 0.043 -0.58
N 2.425 0.137 0.425 -0.069 -0.126 -0.447 0.73
H 3.101 0.385 4.207 0.012 -0.028 0.010 -0.02
H 2.732 0.625 6.516 -0.003 -0.008 0.010 0.40
H 1.290 0.164 8.471 0.001 0.003 -0.006 0.40
H -0.914 -0.916 8.150 -0.004 -0.005 -0.009 0.40
H -1.665 -1.529 5.872 0.001 0.018 0.010 0.45
H 4.507 0.642 3.010 0.012 0.056 -0.015 0.55
H 6.064 1.111 1.175 -0.005 0.004 0.006 0.45
H 5.241 0.971 -1.183 -0.005 -0.015 -0.005 0.49
H 2.879 0.327 -1.570 -0.006 -0.005 0.005 0.60
N 2.938 -2.882 -5.444 -0.004 0.017 0.018 -0.47
C 2.229 -2.173 -4.884 0.012 -0.015 -0.017 -0.22
C 1.347 -1.276 -4.189 0.003 0.027 0.024 0.04
C 0.530 -0.387 -4.880 0.004 0.009 -0.028 -0.64
C -0.276 0.449 -4.137 0.011 0.005 -0.003 -0.88
C -0.248 0.373 -2.754 0.007 -0.088 0.050 -0.64
N 0.528 -0.489 -2.086 -0.118 -0.080 0.231 1.31
C 1.315 -1.301 -2.804 0.118 0.161 -0.049 -0.71
H 0.541 -0.357 -5.961 -0.006 -0.016 0.002 0.54
H -0.929 1.166 -4.613 -0.017 0.006 0.023 0.58
H -0.885 1.008 -2.160 0.028 -0.005 -0.064 0.67
H 1.942 -1.989 -2.267 -0.016 -0.027 -0.007 0.79
Cl -2.215 0.873 1.981 0.182 0.110 -0.202 -0.10
C -2.591 -0.541 1.029 0.098 -0.033 -0.135 1.44
C -1.651 -1.092 0.132 -0.134 -0.080 0.026 -1.10
C -2.172 -2.140 -0.645 -0.004 0.109 0.050 1.44
Cl -1.203 -2.893 -1.879 -0.005 -0.133 0.054 -0.19
C -3.468 -2.644 -0.515 -0.022 0.003 -0.021 -0.34
Cl -4.031 -3.922 -1.518 -0.021 -0.008 -0.009 -0.17
C -4.320 -2.112 0.443 -0.052 -0.033 -0.041 0.37
Cl -5.910 -2.732 0.640 -0.004 0.003 -0.005 -0.18
C -3.876 -1.051 1.219 0.018 0.091 -0.010 -0.49
Cl -4.930 -0.383 2.406 -0.035 0.019 -0.033 -0.16
F 1.657 -2.680 1.615 0.068 -0.032 -0.029 -0.28
C 0.887 -2.471 0.502 0.161 -0.125 -0.492 -0.05
F 1.754 -2.792 -0.539 -0.028 -0.158 0.121 -0.32
H 0.107 -3.231 0.508 -0.099 0.082 0.041 0.49
```
Forces are in eV/Å.

***

This record from the Open Molecules 2025 dataset describes a structure of composition C34H23CoF3N8O2S. The level of theory is the ωB97M-V functional and the def2-TZVPD basis.

Properties
Lowest unoccupied orbital energy (alpha / beta) (eV): -0.868 / -0.902
Expectation value of S²: 0.77
Spin multiplicity: 2
HOMO level (alpha / beta) (Ha): -0.226 / -0.297
Calculated total energy (eV): -108262.90804
Charge: 0

Structure (XYZ):
```
72
Properties=species:S:1:pos:R:3:forces:R:3:mulliken_charge:R:1
Co -0.476 0.532 1.097 0.136 0.122 0.057 -0.02
C -0.790 4.198 -2.496 0.179 0.007 -0.149 -0.43
C -1.226 3.654 -1.341 0.043 0.068 0.067 -0.18
N -0.370 2.900 -0.573 0.115 -0.508 -0.275 0.38
C 0.900 2.622 -1.075 -0.058 -0.031 0.263 -0.02
C 1.261 3.242 -2.265 -0.081 0.178 -0.139 -0.56
N 0.483 4.034 -2.980 -0.043 -0.077 0.084 -0.71
C 1.749 1.613 -0.478 -0.132 0.085 -0.273 0.25
C 3.145 1.738 -0.581 -0.001 0.107 -0.086 -1.23
C 3.982 0.780 -0.068 0.113 -0.047 0.013 0.83
C 3.383 -0.353 0.497 0.282 -0.280 -0.021 -1.01
C 2.017 -0.432 0.563 0.048 -0.308 0.177 0.44
N 1.209 0.541 0.128 -0.102 0.515 0.245 0.56
C 1.327 -1.611 1.142 0.427 0.026 -0.043 0.27
C 1.933 -2.844 1.351 0.101 -0.269 0.045 -0.37
N 1.288 -3.873 1.892 0.175 0.138 -0.135 -0.62
C 0.012 -3.682 2.209 0.078 -0.076 -0.021 -0.55
C -0.615 -2.473 1.968 -0.373 0.091 0.091 -0.23
N 0.048 -1.455 1.444 -0.275 0.421 -0.074 0.62
C 5.460 0.948 -0.082 -0.128 -0.036 0.003 0.53
C 6.259 0.344 0.882 -0.008 -0.033 0.140 -0.50
C 7.633 0.522 0.836 0.061 0.063 -0.095 -0.41
N 8.253 1.254 -0.089 -0.152 0.008 0.000 -0.63
C 7.483 1.841 -1.005 0.062 -0.073 0.097 -0.39
C 6.103 1.718 -1.044 -0.015 0.026 -0.135 -0.54
H -1.470 4.784 -3.100 0.028 -0.010 0.022 0.39
H -2.228 3.784 -0.970 -0.005 -0.022 -0.006 0.39
H 2.239 3.024 -2.683 -0.053 0.016 0.037 0.56
H 3.554 2.642 -1.008 -0.037 0.040 0.058 0.87
H 3.982 -1.157 0.899 0.022 0.053 -0.058 0.33
H 2.963 -3.015 1.060 -0.051 -0.004 0.044 0.47
H -0.514 -4.518 2.654 -0.044 0.072 -0.019 0.43
H -1.662 -2.313 2.199 0.040 -0.012 -0.016 0.36
H 5.821 -0.235 1.686 0.048 0.013 -0.049 0.42
H 8.270 0.056 1.582 -0.045 0.029 -0.030 0.37
H 7.997 2.439 -1.751 -0.028 -0.038 0.028 0.37
H 5.547 2.202 -1.838 0.030 -0.029 0.036 0.45
O -2.581 0.806 -2.536 0.012 -0.012 0.046 -0.76
S -1.600 -0.021 -1.885 0.198 -0.314 0.282 1.49
O -0.204 0.186 -2.156 -0.026 0.204 -0.093 -0.79
N -1.770 -0.019 -0.269 -0.991 0.119 -0.150 0.56
C -3.076 -0.133 0.261 0.168 0.159 -0.034 0.36
C -4.263 -0.467 -0.368 0.228 0.030 0.033 -0.85
C -5.481 -0.521 0.342 -0.008 -0.046 -0.121 -1.00
C -5.562 -0.248 1.675 -0.108 -0.001 0.088 -0.98
C -4.381 0.090 2.367 0.182 -0.031 -0.038 0.89
C -4.330 0.375 3.750 -0.020 0.027 0.052 -0.66
C -3.137 0.668 4.343 -0.060 -0.027 0.108 -0.97
C -1.968 0.697 3.565 0.155 0.124 0.300 -0.26
N -1.994 0.449 2.283 -0.123 0.031 -0.472 0.74
C -3.165 0.139 1.658 0.027 -0.092 0.001 -0.02
C -1.904 -1.699 -2.383 -0.094 0.059 -0.073 -0.17
C -1.144 -2.710 -1.809 -0.046 -0.011 0.042 -0.22
C -1.310 -4.013 -2.249 0.054 -0.019 0.040 -0.69
C -2.217 -4.293 -3.264 -0.083 0.050 -0.060 -0.44
C -2.960 -3.272 -3.843 0.027 -0.103 0.021 -0.79
C -2.805 -1.964 -3.403 0.028 0.008 0.095 -0.10
H -4.287 -0.674 -1.421 0.044 0.000 -0.202 0.42
H -6.380 -0.786 -0.202 0.072 0.016 -0.010 0.42
H -6.506 -0.290 2.207 0.074 0.008 -0.035 0.41
H -5.249 0.359 4.327 0.036 -0.020 -0.029 0.44
H -3.070 0.881 5.401 -0.004 0.012 -0.043 0.43
H -0.995 0.935 3.979 -0.021 0.005 -0.081 0.54
H -0.429 -2.465 -1.030 -0.060 -0.038 -0.090 0.25
H -0.723 -4.811 -1.808 -0.031 0.034 -0.019 0.43
H -2.342 -5.312 -3.610 0.008 0.016 0.009 0.39
H -3.659 -3.492 -4.640 0.021 -0.006 0.021 0.39
H -3.364 -1.148 -3.843 0.017 -0.031 0.022 0.52
F 0.566 0.862 2.560 0.188 -0.070 0.109 -0.74
C -0.712 2.437 0.752 0.048 -0.413 0.418 0.62
F -2.000 2.822 0.974 -0.101 0.079 0.044 -0.41
F 0.053 3.179 1.614 -0.170 0.026 -0.066 -0.38
```
Forces are in eV/Å.

***

no.,F_max (eV/A)
1,1.31
2,1.27
3,1.01